# 1
{
  "formula": "C30H21Cl3N6O4Ti",
  "method": "wB97M-V/def2-TZVPD",
  "species": ["Ti", "O", "C", "C", "C", "C", "C", "C", "C", "N", "C", "C", "N", "C", "C", "C", "C", "C", "C", "C", "O", "H", "H", "H", "H", "H", "H", "H", "H", "H", "H", "H", "H", "H", "H", "O", "N", "O", "C", "C", "C", "C", "C", "C", "N", "C", "C", "N", "C", "C", "C", "C", "H", "H", "H", "H", "H", "H", "H", "Cl", "C", "Cl", "Cl", "C", "N"],
  "positions_angstrom": [[0.453888, 0.172493, -0.785865], [-0.715414, -0.375292, -2.292198], [-1.066887, -1.609284, -2.546882], [-2.411473, -1.955566, -2.762731], [-2.753575, -3.256848, -3.064175], [-1.785824, -4.257755, -3.194679], [-0.461815, -3.937330, -3.015875], [-0.084143, -2.631530, -2.659094], [1.304449, -2.309155, -2.511926], [1.759834, -1.307159, -1.843190], [3.164094, -0.940637, -1.969385], [3.216483, 0.510763, -2.435659], [2.464731, 1.302666, -1.469833], [3.014087, 2.465008, -0.707910], [3.120509, 2.298165, 0.774749], [4.059341, 3.057992, 1.472253], [4.139817, 3.003096, 2.849287], [3.271230, 2.165637, 3.541516], [2.343722, 1.395627, 2.867752], [2.236496, 1.446724, 1.469142], [1.352150, 0.680176, 0.856154], [-3.161112, -1.176771, -2.696940], [-3.797298, -3.506201, -3.219124], [-2.077144, -5.268226, -3.451480], [0.303132, -4.697835, -3.137906], [2.009527, -2.960875, -3.032745], [3.687541, -1.588993, -2.675374], [3.647264, -1.017266, -0.994032], [2.778209, 0.625482, -3.425212], [4.247234, 0.862271, -2.474956], [3.926882, 2.860863, -1.152600], [4.731006, 3.707157, 0.917517], [4.872312, 3.598491, 3.378809], [3.326807, 2.109208, 4.622594], [1.673932, 0.733882, 3.403619], [-5.214756, -1.708215, 4.131841], [-4.026581, -1.894181, 3.984290], [-3.313201, -2.483116, 4.770809], [-3.381131, -1.225485, 2.844378], [-4.011618, -0.134241, 2.376238], [-3.426801, 0.644442, 1.338606], [-4.048109, 1.792005, 0.812713], [-3.418781, 2.492937, -0.181327], [-2.152738, 2.075136, -0.600917], [-1.537508, 1.029986, -0.088990], [-2.177035, 0.281616, 0.831861], [-1.584451, -0.965560, 1.236801], [-0.491212, -1.372228, 0.557417], [0.077397, -2.512401, 0.883724], [-0.418085, -3.331276, 1.895164], [-1.533035, -2.944886, 2.592335], [-2.155738, -1.722042, 2.276171], [-4.954795, 0.167869, 2.808266], [-5.017148, 2.096251, 1.189345], [-3.866535, 3.364972, -0.636423], [-1.623966, 2.616629, -1.373432], [0.954127, -2.793403, 0.317766], [0.080203, -4.265262, 2.114908], [-1.931865, -3.569259, 3.372990], [0.185362, 4.116827, 0.680467], [1.023715, 4.371590, -0.858324], [2.211269, 5.675723, -0.692580], [-0.126054, 4.772378, -2.142018], [1.753061, 3.117396, -1.199622], [1.336018, 2.106819, -1.876077]],
  "forces_ev_per_angstrom": [[0.01, -0.55, 0.16], [0.24, 0.64, 0.87], [0.15, -0.60, -0.19], [0.11, 0.00, -0.03], [-0.08, 0.02, 0.00], [-0.03, -0.12, -0.04], [0.00, 0.07, 0.02], [-0.45, 0.02, 0.03], [0.39, 0.21, 0.13], [-0.29, 0.20, -0.01], [0.04, -0.11, -0.11], [0.07, -0.01, 0.05], [-0.44, 0.06, 0.17], [-0.10, -0.09, 0.13], [0.02, -0.11, 0.10], [-0.03, 0.00, -0.10], [0.02, 0.02, 0.07], [0.03, 0.02, 0.08], [-0.08, -0.04, -0.20], [0.70, 0.22, 0.42], [-0.92, -0.21, -0.72], [0.02, -0.01, 0.00], [0.05, 0.01, 0.00], [0.01, 0.06, 0.02], [-0.01, 0.05, 0.01], [0.08, 0.00, 0.01], [0.04, -0.04, 0.00], [0.02, 0.01, 0.05], [-0.09, -0.01, -0.06], [0.05, 0.04, -0.03], [-0.01, 0.02, -0.04], [-0.05, -0.05, 0.02], [-0.04, -0.03, -0.02], [-0.01, -0.01, -0.06], [0.01, 0.01, -0.02], [0.02, -0.25, -0.16], [-0.16, 0.45, 0.61], [0.12, -0.23, -0.19], [-0.05, -0.07, -0.14], [-0.05, 0.01, 0.04], [0.12, 0.22, -0.07], [0.02, 0.02, -0.01], [-0.09, 0.05, 0.01], [0.04, 0.08, 0.04], [0.37, -0.20, -0.27], [-0.24, 0.06, -0.07], [0.01, -0.06, 0.26], [0.21, 0.36, -0.17], [0.01, -0.04, -0.08], [-0.01, -0.12, 0.11], [0.04, 0.00, -0.01], [0.05, -0.02, -0.28], [-0.01, -0.03, 0.01], [0.02, 0.00, -0.01], [-0.02, -0.01, 0.02], [0.01, 0.01, -0.01], [0.06, -0.01, -0.03], [-0.03, 0.02, 0.01], [-0.03, -0.04, 0.07], [-0.06, 0.09, 0.11], [0.13, 0.12, -0.13], [-0.04, -0.07, 0.02], [-0.01, -0.03, 0.06], [-0.05, 0.14, 0.03], [0.22, -0.13, -0.50]],
  "s_squared": 0.755,
  "homo_lumo_gap_ev": [7.12, 7.12],
  "spin_multiplicity": 2,
  "total_charge": 1,
  "e_lumo_ev": [-3.650, -3.648]
}



# 2
{
  "formula": "C2H2N2O",
  "method": "wB97M-V/def2-TZVPD",
  "species": ["C", "N", "C", "O", "N", "H", "H"],
  "positions_angstrom": [[0.479457, 0.842668, -0.104152], [-0.798706, 0.493128, 0.150631], [-0.785320, -0.789048, -0.027116], [0.394674, -1.231932, -0.526366], [1.229090, -0.119360, -0.568428], [0.802414, 1.825466, 0.183935], [-1.321609, -1.020921, 0.891497]],
  "forces_ev_per_angstrom": [[0.43, 0.29, -0.73], [0.27, 0.83, 0.20], [0.47, 1.04, 0.96], [-0.75, -0.05, 0.85], [-0.15, 0.42, 0.11], [0.54, 0.17, -0.57], [-0.82, -2.71, -0.82]],
  "homo_lumo_gap_ev": 10.96,
  "spin_multiplicity": 1,
  "e_lumo_ev": 0.123,
  "smiles": "c1ncon1"
}



Table of energy relative to the best compared isomer or geometry (same formula, charge and spin) (eV), in record order: 1.127; 2.801